DFT (wB97M-V/def2-TZVPD) results for one molecule with the formula C4H5IN2S.

XYZ file:
```
13
Properties=species:S:1:pos:R:3
I -2.979 0.054 -0.063
S 0.079 3.065 0.565
N 0.692 -0.904 2.078
N 0.082 -0.143 -1.557
C -0.947 0.429 1.076
C -0.140 -0.769 1.135
C 0.139 1.052 -1.154
C -0.305 1.477 0.191
H 0.464 -0.176 -2.496
H -1.246 0.721 2.077
H 0.541 1.947 -1.648
H 1.287 -1.736 1.783
H -0.240 -1.461 0.342
```

Computed properties:
**E_LUMO**: -1.799 eV
**SMILES**: [H]/N=C/C(=S)[C@@H](I)/C=N/[H]
**Maximum force**: 2.692 eV/Å
**Frontier orbital gap**: 7.65 eV
**Energy above the lowest of the compared OMol25 structures with the same formula, charge and spin**: 32.8 kcal/mol
**HOMO level**: -0.347 Ha